Record 1
ORCA calculation (ωB97M-V with the def2-TZVPD basis set) on a cluster of 3 separate species, C21H42ClFN3O6P in total.

Maximum force = 0.9 eV/A
2S+1 = 3
E_LUMO (alpha / beta) = 0.38 / 0.38 eV
Electronic energy = -2342.3822 a.u.
Orbital gap (alpha / beta) = 8.299 / 9.462 eV
Highest occupied orbital energy (alpha / beta) = -7.92 / -9.08 eV
<S²> = 2.0083

```
75
C21H42ClFN3O6P | the OMol25 dataset | ωB97M-V with the def2-TZVPD basis set
Cl 6.591 -0.828 -7.267
P 3.966 -0.329 -4.091
F 9.210 0.506 -3.390
O 2.329 -0.869 -0.096
O -2.935 1.543 2.797
O 4.073 1.094 -4.890
O 2.422 -0.682 -4.413
O 5.974 -2.905 -4.383
O 4.625 -1.340 -5.249
N -4.155 1.929 2.900
N 1.408 -1.727 -0.357
N 6.958 -1.257 -5.629
C 0.511 -2.314 1.865
C -4.282 1.079 0.606
C -3.358 2.668 5.105
C 1.071 -3.875 -1.621
C -4.683 4.653 2.059
C -4.341 2.959 3.976
C 1.956 -3.098 -0.625
C 7.454 -0.116 -4.842
C 0.929 -3.767 1.646
C -4.375 3.547 1.052
C -4.027 4.349 3.403
C -1.080 -2.127 -0.060
C -0.011 -0.099 0.806
C -4.786 2.163 1.553
C 8.887 -0.389 -4.407
C -6.317 2.053 1.578
C 2.129 -3.844 0.706
C 3.320 -2.960 -1.286
C 5.835 -1.922 -5.027
C -5.751 2.887 4.596
C 0.219 -1.582 0.553
H -6.637 1.134 2.069
H 0.017 -3.634 -1.566
H 8.974 -1.406 -4.020
H -3.209 1.141 0.450
H 1.384 -3.655 -2.642
H -5.758 2.172 5.418
H 4.717 1.093 -5.609
H -4.516 0.087 0.996
H -4.296 5.601 1.681
H -5.762 4.788 2.175
H -6.811 2.895 2.055
H -6.676 2.026 0.548
H 6.857 0.038 -3.933
H -2.325 2.813 4.799
H -3.578 3.352 5.927
H 0.818 0.364 1.334
H 2.380 -4.883 0.484
H 9.598 -0.230 -5.219
H -0.911 0.023 1.411
H 1.176 -4.949 -1.463
H -4.780 1.196 -0.357
H -0.158 0.435 -0.135
H -1.128 -3.211 -0.101
H 7.393 0.804 -5.427
H -3.300 3.546 0.843
H -6.039 3.860 4.997
H 3.664 -3.950 -1.591
H -4.884 3.735 0.103
H 3.259 -2.332 -2.172
H 4.069 -2.533 -0.622
H -1.913 -1.800 0.563
H -6.526 2.571 3.910
H -3.470 1.646 5.466
H 1.199 -4.211 2.606
H 1.874 0.105 -4.281
H -1.235 -1.730 -1.065
H -4.310 5.096 4.147
H 0.095 -4.359 1.259
H 1.311 -1.788 2.395
H -2.943 4.428 3.278
H 2.994 -3.418 1.224
H -0.380 -2.256 2.494
```

Results of the Löwdin charge analysis, in e, for atoms 1 through 2:
1 Cl 0.703
2 P 0.815

Record 2
ORCA calculation (ωB97M-V with the def2-TZVPD basis set) on an isolated molecule of C3H8N2S at a distorted geometry.

Maximum force = 5.2 eV/A
E_LUMO = 0.97 eV
Electronic energy = -626.7389 a.u.
Orbital gap = 9.907 eV
Highest occupied orbital energy = -8.94 eV
Relative energy (zero: lowest compared OMol25 entry of this formula, charge and spin) = 221.53 kJ/mol
SMILES string = C[C@H](S)/C=N/N

```
14
C3H8N2S | the OMol25 dataset | ωB97M-V with the def2-TZVPD basis set
S -2.462 -0.993 0.131
N 1.371 -0.131 0.101
N 2.504 -0.832 0.253
C -0.895 1.470 0.132
C -1.003 -0.012 -0.408
C 0.337 -0.618 -0.345
H -2.080 -1.079 1.488
H 3.273 -0.228 0.453
H 2.635 -1.505 -0.460
H -1.078 1.592 1.219
H -1.326 0.105 -1.490
H 0.200 -1.715 -0.625
H 0.132 1.802 -0.049
H -1.606 2.145 -0.399
```

Results of the Löwdin charge analysis, in e, for atoms 1 through 2:
1 S 0.686
2 N -0.066